No. 1
Density functional theory data (ωB97M-V/def2-TZVPD) for a molecular structure, C44H51Cl2LaN8O7PS.

Atoms and positions in Å:
La  0.3607  0.2483  1.2143
N  1.4959  1.2756  3.5449
C  0.4264  2.0485  4.2409
C  0.8063  2.4930  5.6096
C  -0.2581  3.3145  6.3728
C  -0.9396  4.4566  5.5671
N  -2.1135  4.1992  4.7618
C  -3.2740  3.8988  5.2639
N  -3.5708  4.1018  6.5526
N  -4.2910  3.4858  4.4303
C  -0.9026  1.1321  4.1551
O  -1.8448  1.4142  4.8690
O  -0.7577  0.1593  3.2931
H  1.8374  0.5932  4.1631
H  2.2190  1.9082  3.3135
H  0.2402  2.9251  3.6162
H  1.6728  3.1171  5.4487
H  1.0935  1.6159  6.2121
H  0.2396  3.8384  7.2020
H  -1.0227  2.5914  6.7488
H  -0.2777  4.9771  4.8456
H  -1.1810  5.1999  6.3404
H  -1.9480  3.8616  3.7698
H  -3.0032  4.6300  7.2137
H  -4.5608  4.0344  6.7935
H  -4.0264  3.2609  3.4595
H  -5.2726  3.3766  4.6706
O  -2.8520  2.7572  2.0045
C  -2.4528  2.3573  0.8954
O  -1.2779  1.9332  0.7051
C  -3.4784  2.3566  -0.2532
C  -4.3581  3.3991  -0.2382
C  -5.3947  3.5307  -1.1596
C  -5.6149  2.5147  -2.1174
C  -4.7591  1.4485  -2.1109
C  -3.6390  1.3665  -1.2273
P  -2.4678  -0.0603  -1.3081
C  -3.4131  -1.4323  -2.0399
C  -3.1671  -2.1135  -3.2279
C  -3.9468  -3.1875  -3.6418
C  -5.0063  -3.5900  -2.8711
C  -5.1642  -3.0218  -1.6257
C  -4.3991  -1.9709  -1.1941
C  -1.2637  0.5248  -2.5981
C  -0.0491  -0.2328  -2.6541
C  0.8831  0.0716  -3.6444
C  0.7479  1.1899  -4.4115
C  -0.3891  1.9965  -4.2558
C  -1.4361  1.6990  -3.3986
H  -4.2470  4.1438  0.4932
H  -6.0641  4.3110  -0.8555
H  -6.5280  2.5675  -2.6882
H  -4.7910  0.6218  -2.7464
H  -2.3051  -1.7699  -3.8122
H  -3.8361  -3.5738  -4.6602
H  -5.7515  -4.3359  -3.1809
H  -5.9599  -3.2770  -1.0015
H  -4.6357  -1.5913  -0.1800
H  0.1795  -0.9765  -1.9610
H  1.6207  -0.6174  -3.9085
H  1.4897  1.4212  -5.1300
H  -0.5776  2.8298  -5.0029
H  -2.3007  2.3334  -3.3457
N  -1.5034  -1.5631  1.5743
N  -1.5317  -2.6789  0.8243
C  -0.4337  -3.4323  0.7472
N  -0.5546  -4.5946  0.1121
S  1.0145  -2.8871  1.3519
H  -1.6440  -1.6791  2.5618
H  -2.2264  -0.9607  1.2308
H  -2.3987  -3.1591  0.7002
H  -1.2523  -4.7781  -0.5871
H  0.3589  -4.9919  -0.1771
Cl  5.1299  -5.4655  -1.1432
C  3.6180  -5.7055  -2.0095
C  3.2946  -7.0016  -2.3426
C  2.0714  -7.1947  -2.9521
C  1.1829  -6.1398  -3.1955
C  1.6006  -4.8090  -2.8647
Cl  0.5964  -3.4630  -3.2277
C  2.8119  -4.5388  -2.2387
N  3.1309  -3.2971  -1.7559
C  4.1717  -2.5125  -2.2282
C  4.6096  -2.6147  -3.5760
C  5.7265  -1.9185  -3.9656
C  6.4019  -1.0722  -3.0220
C  5.8201  -0.8266  -1.8082
C  4.7223  -1.5829  -1.3545
C  4.3075  -1.6119  0.0997
C  3.0628  -0.7285  0.4636
O  2.9885  -0.2822  1.6437
O  2.1705  -0.4940  -0.4107
H  3.9588  -7.8502  -2.0873
H  1.6667  -8.1868  -3.0519
H  0.2274  -6.2339  -3.6616
H  2.2598  -2.8012  -1.5029
H  4.0717  -3.3297  -4.1843
H  6.1244  -1.9748  -4.9988
H  7.3149  -0.5903  -3.3837
H  6.2828  -0.1101  -1.0735
H  5.1576  -1.3130  0.7298
H  3.8974  -2.6158  0.2602
C  3.9352  2.5310  -0.3323
C  2.9483  2.5701  -1.4483
C  1.5699  2.7814  -0.8040
O  1.7662  2.4593  0.6088
C  3.1236  2.8968  0.8992
H  4.7320  3.2050  -0.4591
H  4.4045  1.5421  -0.1485
H  3.0349  1.5627  -1.8731
H  3.2060  3.1998  -2.2469
H  0.6890  2.2834  -1.1721
H  1.1866  3.7927  -0.8272
H  3.5054  2.3939  1.8167
H  3.1484  3.9908  1.1699

Summary:
Kohn-Sham gap (spin up / spin down): 8.033 / 7.979 eV
Total charge: +1
LUMO level (spin up / spin down): -1.636 / -1.690 eV
Relative energy (zero: lowest compared OMol25 entry of this formula, charge and spin): 7.2 kcal per mole
Spin multiplicity: 1

Atomic partial charges in e from the Löwdin method, atoms 1 to 2:
1 La 2.0941
2 N 0.0141

No. 2
Density functional theory data (ωB97M-V/def2-TZVPD) for a molecular structure, C44H51GeNP2PdSeTe.

Atoms and positions in Å:
Pd  0.1591  -0.8506  0.0322
C  0.6374  -4.1628  -0.1866
P  0.3035  -2.7566  -1.3340
C  -1.5280  -2.6097  -1.3256
C  -2.1081  -1.8164  -2.3218
C  -3.4686  -1.5647  -2.3150
C  -4.2709  -2.1045  -1.3162
C  -3.7049  -2.8963  -0.3307
C  -2.3382  -3.1443  -0.3286
C  0.5558  -3.3584  -3.0224
C  -0.3414  -4.2399  -3.6177
C  -0.0934  -4.7166  -4.8929
C  1.0431  -4.3095  -5.5816
C  1.9356  -3.4272  -4.9935
C  1.6931  -2.9539  -3.7127
C  0.6186  -3.6404  1.2200
C  0.7685  -4.2675  2.4437
C  0.7199  -3.2568  3.4372
C  0.5519  -2.0565  2.7741
C  0.3968  -0.6374  3.2140
P  -0.5496  0.2287  1.8846
C  -2.2890  -0.1697  2.2975
C  -3.3131  0.7588  2.1409
C  -4.6213  0.4271  2.4550
C  -4.9221  -0.8346  2.9451
C  -3.9065  -1.7634  3.1151
C  -2.6005  -1.4414  2.7852
C  -0.3764  1.9838  2.2870
C  0.2626  2.8633  1.4238
C  0.4681  4.1814  1.8098
C  0.0419  4.6192  3.0535
C  -0.5990  3.7394  3.9199
C  -0.8083  2.4271  3.5391
N  0.4756  -2.3028  1.4377
H  1.6206  -4.5716  -0.4398
H  -0.0971  -4.9522  -0.3698
H  -1.4859  -1.3822  -3.0957
H  -3.8979  -0.9340  -3.0832
H  -5.3346  -1.9032  -1.3048
H  -4.3239  -3.3124  0.4544
H  -1.9067  -3.7394  0.4673
H  -1.2376  -4.5413  -3.0896
H  -0.7924  -5.4017  -5.3541
H  1.2270  -4.6783  -6.5821
H  2.8156  -3.1007  -5.5312
H  2.3759  -2.2496  -3.2525
H  0.9206  -5.3230  2.6025
H  0.8190  -3.3903  4.5025
H  1.3621  -0.1252  3.2766
H  -0.1148  -0.5397  4.1735
H  -3.0875  1.7563  1.7882
H  -5.4049  1.1622  2.3260
H  -5.9425  -1.0909  3.1994
H  -4.1298  -2.7494  3.5026
H  -1.8233  -2.1839  2.9091
H  0.5967  2.5159  0.4492
H  0.9618  4.8636  1.1303
H  0.2043  5.6467  3.3519
H  -0.9341  4.0785  4.8912
H  -1.3131  1.7445  4.2126
C  -4.2169  3.7440  -5.1843
C  -3.1353  3.0340  -4.4143
C  -1.8489  2.9091  -4.9205
C  -0.8356  2.2691  -4.2173
C  0.5239  2.1828  -4.8541
C  -1.1064  1.7312  -2.9458
Te  0.5658  0.8524  -1.9538
C  -2.3917  1.8493  -2.4258
C  -2.7537  1.3461  -1.0609
C  -3.3833  2.4925  -3.1662
H  -3.9096  3.9312  -6.2129
H  -4.4522  4.7068  -4.7253
H  -5.1368  3.1576  -5.2071
H  -1.6241  3.3159  -5.9013
H  0.4895  2.5574  -5.8767
H  0.8896  1.1535  -4.8704
H  1.2569  2.7715  -4.2958
H  -2.0426  0.6009  -0.7034
H  -3.7470  0.8951  -1.0496
H  -2.7538  2.1872  -0.3599
H  -4.3800  2.5680  -2.7399
C  3.6754  2.5535  4.1839
Ge  5.1966  1.9310  3.1154
C  6.7079  3.1673  3.3168
C  5.7261  0.1232  3.6510
C  4.5952  1.9009  1.2410
Se  3.1125  0.6394  1.0060
C  4.0987  -0.8370  0.2278
H  3.8618  2.4173  5.2494
H  2.7728  2.0000  3.9192
H  3.4905  3.6127  4.0007
H  7.0251  3.2157  4.3586
H  6.4300  4.1720  2.9979
H  7.5578  2.8424  2.7164
H  5.9422  0.0909  4.7192
H  6.6202  -0.1940  3.1133
H  4.9217  -0.5824  3.4426
H  5.3800  1.6222  0.5381
H  4.2199  2.8804  0.9427
H  4.9865  -1.0484  0.8204
H  4.3694  -0.6100  -0.8018
H  3.4321  -1.6980  0.2564

Summary:
Kohn-Sham gap: 6.341 eV
Total charge: 0
LUMO level: -0.205 eV
Relative energy (zero: lowest compared OMol25 entry of this formula, charge and spin): 0.3 kcal per mole
Spin multiplicity: 1

Atomic partial charges in e from the Löwdin method, atoms 1 to 2:
1 Pd 0.2951
2 C -0.2514

No. 3
Density functional theory data (ωB97M-V/def2-TZVPD) for a molecular structure, C44H52AlAsBN7.

Atoms and positions in Å:
Al  0.1155  -0.0747  1.5705
C  2.3861  2.3704  0.2860
C  3.4423  1.2704  0.1831
C  4.7649  1.7888  0.8286
C  3.1509  -0.1024  0.7775
C  4.1345  -1.1315  0.8288
C  3.5669  -2.1961  1.5221
N  2.2839  -1.8764  1.8350
N  1.9962  -0.5549  1.3139
B  1.2067  -2.6135  2.7402
N  0.6766  -1.6631  3.8648
C  0.7121  -1.7477  5.2298
C  0.3168  -0.5297  5.7703
C  0.0484  0.3360  4.6724
N  0.2758  -0.3566  3.5230
C  -0.3525  1.7810  4.7579
C  0.8568  2.6558  4.3541
C  -0.7776  2.0806  6.2168
N  0.0051  -2.8618  1.7665
C  -0.4662  -4.0630  1.3831
C  -1.5852  -3.9126  0.5904
C  -1.8175  -2.4770  0.5238
N  -0.8107  -1.8169  1.1805
C  -2.9747  -1.9324  -0.2899
C  -4.2822  -2.4480  0.2870
C  -3.0507  -0.4384  -0.6409
H  2.8438  3.2572  -0.1562
H  2.0973  2.4573  1.3276
H  1.5045  2.0646  -0.3062
H  3.7036  1.1149  -0.9110
H  4.6697  1.8245  1.9035
H  5.0352  2.7893  0.4626
H  5.6018  1.1053  0.6101
H  5.1679  -0.9898  0.5056
H  4.0199  -3.1487  1.7765
H  1.6741  -3.6604  3.1243
H  1.0538  -2.6271  5.7246
H  0.2929  -0.3174  6.8335
H  -1.1981  1.9710  4.0883
H  1.6626  2.4801  5.0605
H  0.5740  3.7149  4.3643
H  1.1949  2.4059  3.3393
H  0.0765  2.2113  6.8944
H  -1.4445  1.3612  6.6852
H  -1.3007  3.0597  6.2279
H  -0.0207  -4.9709  1.7898
H  -2.1921  -4.7395  0.1993
H  -2.8922  -2.5328  -1.2416
H  -4.3948  -2.1912  1.3392
H  -4.3842  -3.5405  0.2053
H  -5.1479  -2.0146  -0.2572
H  -2.2596  0.1079  -0.1007
H  -4.0290  -0.0910  -0.3220
H  -3.0099  -0.2945  -1.7177
C  -0.2687  4.2681  0.0030
C  -1.5231  3.7043  0.6047
C  -2.5972  4.5509  0.6913
C  -3.8148  4.2219  1.3125
C  -3.9997  2.9372  1.8016
C  -2.9520  2.0279  1.8111
C  -3.1956  0.7769  2.6278
C  -1.6548  2.2952  1.1544
N  -0.7289  1.3913  0.9690
H  -0.4957  5.3289  -0.3243
H  0.0341  3.7343  -0.8993
H  0.5582  4.3286  0.7475
H  -2.4890  5.5414  0.2474
H  -4.5773  4.9743  1.4056
H  -4.9289  2.6073  2.2961
H  -3.6109  1.0404  3.6283
H  -2.2624  0.1925  2.7561
H  -3.9861  0.1544  2.1219
C  -1.7576  -4.5327  -4.4640
C  -2.2352  -3.2373  -4.6025
C  -1.5599  -2.1520  -4.0450
C  -0.3992  -2.3541  -3.2947
C  0.0176  -3.6801  -3.0738
C  -0.6141  -4.7479  -3.6892
As  0.5180  -0.8410  -2.4092
C  2.2755  -1.1047  -3.2573
C  3.0062  -2.2763  -2.9403
C  4.3059  -2.4199  -3.4043
C  4.9354  -1.3965  -4.1040
C  4.2100  -0.2609  -4.4025
C  2.9249  -0.0773  -3.9105
C  -0.2790  0.5852  -3.5877
C  -0.9838  1.5931  -2.9427
C  -1.4760  2.7141  -3.6294
C  -1.2957  2.7765  -5.0303
C  -0.6311  1.7522  -5.6838
C  -0.1224  0.6682  -4.9922
H  -2.3025  -5.3451  -4.9587
H  -3.1630  -3.0165  -5.1514
H  -1.9522  -1.1383  -4.1772
H  0.8707  -3.9050  -2.4189
H  -0.1733  -5.7371  -3.5700
H  2.5736  -3.0823  -2.3690
H  4.8758  -3.3401  -3.1287
H  6.0000  -1.4730  -4.3707
H  4.6596  0.5131  -5.0102
H  2.3918  0.8825  -4.0718
H  -1.0608  1.5807  -1.8634
H  -2.0280  3.4428  -3.0615
H  -1.6686  3.6184  -5.5856
H  -0.4904  1.7603  -6.7800
H  0.3993  -0.1379  -5.4983

Summary:
Kohn-Sham gap: 5.647 eV
Total charge: 0
LUMO level: 0.296 eV
Relative energy (zero: lowest compared OMol25 entry of this formula, charge and spin): 0.0 kcal per mole
Spin multiplicity: 1

Atomic partial charges in e from the Löwdin method, atoms 1 to 2:
1 Al 0.2387
2 C -0.0923

No. 4
Density functional theory data (ωB97M-V/def2-TZVPD) for a molecular structure, C44H52BBrGeMoN3O4Te.

Atoms and positions in Å:
Mo  -1.1520  -0.6472  0.1144
N  0.8204  -2.9958  0.8403
C  0.8365  -3.3470  -0.5761
C  -0.5492  -3.4109  -1.1948
O  -0.8584  -4.3756  -1.8670
N  -1.3746  -2.3058  -1.0501
C  -2.7252  -2.4920  -1.5707
C  -3.6770  -1.9603  -0.5157
O  -4.7800  -2.3640  -0.2825
O  -3.1134  -0.9441  0.1578
H  1.7259  -2.6498  1.1360
H  0.6236  -3.8199  1.3965
H  1.3069  -4.3074  -0.7949
H  1.3975  -2.5772  -1.1081
H  -2.9284  -3.5309  -1.8111
H  -2.8679  -1.8918  -2.4718
C  7.0069  -0.0616  -1.1964
C  6.2599  0.1454  0.1208
C  6.6258  1.5283  0.6762
C  6.7077  -0.9398  1.1095
C  4.7458  0.0605  -0.0561
C  3.9130  0.2494  1.0435
C  2.5473  0.1696  0.8975
Br  1.4980  0.4366  2.4395
C  1.9487  -0.1027  -0.3429
O  0.5883  -0.2440  -0.3126
C  2.7541  -0.2760  -1.4771
C  4.1391  -0.1937  -1.2713
C  2.3392  -0.5087  -2.9415
C  2.9885  -1.7958  -3.4762
C  2.8458  0.6916  -3.7613
C  0.8410  -0.6136  -3.1829
H  8.0802  0.0166  -1.0172
H  6.7393  0.6937  -1.9379
H  6.8140  -1.0485  -1.6218
H  7.7077  1.6055  0.8014
H  6.1647  1.7100  1.6475
H  6.3020  2.3186  -0.0032
H  7.7923  -0.9106  1.2310
H  6.4309  -1.9323  0.7490
H  6.2575  -0.7994  2.0932
H  4.3155  0.4630  2.0238
H  4.7688  -0.3309  -2.1362
H  4.0773  -1.7570  -3.4550
H  2.6839  -1.9434  -4.5141
H  2.6717  -2.6743  -2.9106
H  3.9328  0.7741  -3.7472
H  2.4283  1.6240  -3.3791
H  2.5335  0.5775  -4.8019
H  0.3905  -1.4809  -2.7097
H  0.6742  -0.7044  -4.2589
H  0.3264  0.2793  -2.8407
C  -1.7980  -4.2816  2.6923
Te  -1.5725  -2.1588  2.8443
C  -3.6645  -2.2063  3.2304
C  -3.9056  -3.5708  3.8210
C  -5.0217  -3.8331  4.6063
C  -5.2296  -5.0998  5.1297
C  -4.3195  -6.1144  4.8705
C  -3.2041  -5.8584  4.0881
C  -2.9926  -4.5905  3.5605
H  -0.8973  -4.7874  3.0361
H  -1.9846  -4.5481  1.6497
H  -4.1911  -2.0582  2.2855
H  -3.9172  -1.3952  3.9097
H  -5.7271  -3.0376  4.8130
H  -6.0978  -5.2920  5.7462
H  -4.4742  -7.1023  5.2839
H  -2.4895  -6.6480  3.8883
B  -2.4901  1.9366  3.8202
C  -1.9377  1.2458  2.5431
N  -1.5312  0.7130  1.5944
H  -3.3720  1.1958  4.2117
H  -1.5703  2.0025  4.6055
H  -2.9192  3.0158  3.4821
C  -2.7478  0.6702  -3.0616
Ge  -2.0428  1.3421  -1.3579
C  -3.5223  2.3552  -0.5698
C  -3.7745  3.5806  -1.1920
C  -4.8053  4.4031  -0.7625
C  -5.6003  4.0131  0.3055
C  -5.3611  2.8003  0.9324
C  -4.3324  1.9743  0.4975
C  -0.6591  2.6709  -1.8265
C  -0.2528  2.7355  -3.1356
C  0.7519  3.6344  -3.5663
C  1.3736  4.4416  -2.6643
C  0.9814  4.4324  -1.3018
C  1.5997  5.2878  -0.3565
C  1.1728  5.3247  0.9391
C  0.0814  4.5261  1.3434
C  -0.5198  3.6849  0.4523
C  -0.0678  3.5762  -0.8857
H  -2.9114  1.5365  -3.7041
H  -3.7175  0.2057  -2.8854
H  -2.0939  -0.0348  -3.5705
H  -3.1436  3.9141  -2.0106
H  -4.9789  5.3528  -1.2529
H  -6.3991  4.6568  0.6513
H  -5.9715  2.4933  1.7721
H  -4.1746  1.0304  0.9967
H  -0.6888  2.0743  -3.8753
H  1.0370  3.6562  -4.6109
H  2.1648  5.1140  -2.9754
H  2.4127  5.9235  -0.6878
H  1.6508  5.9841  1.6521
H  -0.2930  4.5874  2.3576
H  -1.3856  3.1189  0.7577

Summary:
Kohn-Sham gap (spin up / spin down): 6.456 / 6.596 eV
Total charge: 0
LUMO level (spin up / spin down): -1.680 / -1.541 eV
Relative energy (zero: lowest compared OMol25 entry of this formula, charge and spin): 14.3 kcal per mole
Spin multiplicity: 2

Atomic partial charges in e from the Löwdin method, atoms 1 to 2:
1 Mo 1.5331
2 N -0.0122